Entry from the Open Molecules 2025 dataset: a 2-piece molecular cluster, C14H24BrClN3O2P overall at a distorted geometry (the ωB97M-V functional and the def2-TZVPD basis).

XYZ file:
```
46
Properties=species:S:1:pos:R:3:forces:R:3:nbo_charge:R:1
Br -1.76797 -2.23507 -3.71710 -0.5 0.1 1.0 -0.237
Cl 6.73025 2.70893 0.55261 0.8 1.8 0.2 -0.837
P -2.89969 -0.68388 -2.46106 -0.2 1.4 -1.6 1.034
O -4.53317 -1.21699 -2.49140 1.9 -0.4 0.5 -0.999
O 1.20984 -1.22126 1.36744 0.3 0.0 -1.0 -0.766
N -2.93345 -2.11131 -0.10635 -0.4 0.3 0.4 -0.542
N 1.45871 2.07842 -1.18341 -1.6 -0.6 -0.4 -0.643
N -1.89818 0.06476 1.61727 0.0 -1.3 -0.9 -0.614
C -2.44357 -2.47376 1.26741 -0.4 -1.3 2.1 -0.270
C -2.21030 -0.89048 -0.69188 -0.3 -1.0 0.3 -0.405
C -2.38319 -1.20377 2.25470 0.9 0.0 0.6 -0.261
C -2.26128 1.78723 -0.29040 0.2 0.8 1.0 -0.436
C 5.10376 -0.40262 1.69897 -3.6 0.2 -1.7 -0.246
C 1.59723 0.59458 -1.25289 2.0 -0.6 0.2 -0.242
C 3.68348 -0.98305 2.02294 0.3 2.4 -3.3 -0.259
C 2.50625 -0.67408 1.05304 4.4 1.4 -0.9 0.184
C 5.33878 0.46164 0.42616 -2.5 -1.9 -0.1 -0.161
C 2.77415 0.19668 -0.21286 1.5 -0.5 0.9 -0.066
C -0.78010 2.33692 -0.01238 0.0 0.5 -0.5 -0.433
C 4.19007 0.77795 -0.56419 -1.3 -2.9 4.0 -0.239
C 0.06202 2.52357 -1.39933 0.2 1.1 1.0 -0.217
C -2.54930 0.32756 0.30045 -0.8 0.0 -0.3 -0.059
H 6.38889 0.92771 0.17874 -2.1 -1.4 0.6 0.305
H -2.47075 1.91055 -1.40569 0.1 -0.6 1.5 0.231
H -2.99650 2.50289 0.24407 1.1 -1.3 -0.8 0.235
H -4.76937 -1.37746 -3.43190 0.1 0.2 0.7 0.523
H 3.43837 -1.59894 2.94811 0.6 0.9 -1.4 0.213
H 1.93081 0.26695 -2.31408 -0.5 0.4 1.6 0.193
H -1.59377 -1.46587 3.05854 -1.3 0.3 -1.3 0.258
H 2.13934 2.57188 -1.77207 -0.5 -0.5 0.3 0.386
H -0.45116 1.99524 -2.27625 0.4 0.7 1.0 0.150
H 4.32910 1.40413 -1.51638 -0.1 -1.1 1.8 0.231
H -0.16166 1.71005 0.71163 -0.9 0.7 -1.0 0.234
H -3.35586 -1.02381 2.83631 1.2 -0.4 -1.2 0.221
H -0.89669 3.37320 0.48383 0.3 -1.7 -0.8 0.230
H -3.93118 -1.81559 -0.00576 0.7 -0.4 -0.2 0.437
H -1.45924 -3.07166 1.21718 -1.4 1.3 -0.2 0.243
H -3.22528 -3.20205 1.71238 1.3 1.0 -0.8 0.235
H -3.69291 0.27556 0.49549 1.6 0.0 -0.4 0.194
H 1.01996 -2.00464 0.79955 0.7 0.8 0.5 0.463
H 0.09551 3.66747 -1.56600 -0.1 -1.9 -0.2 0.215
H -0.88317 -0.10588 1.45424 -0.6 0.6 0.2 0.401
H -1.09059 -1.17626 -0.67787 -1.7 0.8 -0.4 0.281
H -2.91464 -2.91960 -0.76436 0.1 0.6 0.5 0.447
H 0.62710 0.02264 -1.04563 1.2 1.1 0.0 0.157
H 5.92937 -0.62846 2.45818 -1.2 0.5 -1.5 0.229
```
Positions in Å, forces in eV/Å.

Summary:
HOMO level: -5.42 eV
E: -4237.85476 a.u.
gap between HOMO and LUMO: 3.79 eV


Entry from the Open Molecules 2025 dataset: C14H24BrCrN5O6 as an isolated structure at a distorted geometry (the ωB97M-V functional and the def2-TZVPD basis).

XYZ file:
```
51
Properties=species:S:1:pos:R:3:forces:R:3:nbo_charge:R:1
Br 0.00313 -1.40996 5.19593 0.8 0.5 -0.7 0.114
Cr 0.32542 0.24350 -0.25817 -1.9 -1.3 1.3 1.157
O -2.61680 0.55363 0.90526 1.4 0.4 -0.1 -0.576
O -0.60735 -0.91521 -3.78983 -0.1 -0.7 -1.5 -0.809
O -2.04227 -1.74204 0.38898 -0.8 0.8 0.6 -0.607
O 1.66297 2.83775 -0.77821 0.2 -0.8 0.1 -0.582
O 2.68273 -1.08813 -1.32376 0.8 0.7 -0.3 -0.523
O 0.52909 0.88273 -2.15238 -0.8 -0.1 -1.3 -0.944
N -1.40613 1.17429 0.61710 -0.9 2.2 0.3 -0.220
N 0.72504 2.33528 -0.03022 -1.3 1.8 0.0 -0.081
N 1.50662 -1.33799 -0.95641 -0.7 -1.2 -0.3 -0.060
N 1.12661 -0.01508 1.51065 0.1 -0.2 0.2 -0.476
N -0.87629 -1.56073 -0.18309 1.3 -1.4 -1.5 -0.171
C -0.16904 3.15914 0.56551 2.5 -1.7 -1.0 0.090
C 2.39274 0.41758 1.59423 0.0 0.0 0.1 0.080
C 0.42951 -0.55092 2.51990 0.4 0.3 -0.2 0.029
C 1.04009 -0.64742 3.75465 0.0 -0.1 0.1 -0.091
C 0.96414 -2.54735 -1.18664 1.0 1.2 0.0 0.051
C -2.38339 3.09623 1.84610 -0.2 0.3 0.3 -0.686
C -0.34668 -2.68932 -0.67548 -1.1 2.0 1.3 0.190
C -1.32489 2.46481 0.99823 -1.4 -3.5 0.2 0.261
C 3.08836 0.35794 2.79589 -1.0 -0.4 -0.2 -0.222
C 2.36374 -0.19099 3.87475 0.1 0.1 0.1 -0.154
C -2.35617 -0.29931 -3.44332 2.4 0.8 1.9 -0.040
C -1.06487 -3.96742 -0.48130 0.1 -0.9 -0.3 -0.665
C 0.03576 4.61358 0.72151 -0.2 0.0 0.0 -0.667
C 1.69490 -3.62439 -1.90419 0.6 -0.1 -0.1 -0.660
H -2.16195 0.19909 -2.42671 0.0 -0.7 -1.6 0.228
H -0.14263 -1.25585 -4.61981 -2.1 0.2 0.6 0.552
H -1.88018 3.60304 2.69313 -0.3 -0.1 -0.4 0.241
H -1.19291 -4.20481 0.58379 -0.1 0.4 -0.2 0.256
H -2.05471 -3.99002 -0.95467 0.2 0.2 0.2 0.241
H 4.12102 0.72512 2.82327 -0.6 -0.3 0.4 0.258
H -2.92313 3.87560 1.27351 0.2 -0.4 0.3 0.244
H -2.39615 -0.49457 0.70829 -0.4 -0.1 0.0 0.473
H -0.48135 -4.79451 -0.89597 -0.2 0.2 0.0 0.221
H 2.77057 -3.48319 -1.75201 -0.2 0.0 -0.1 0.262
H -2.49831 0.38388 -4.27683 -0.1 -0.5 -0.1 0.238
H -0.26670 1.35709 -2.46956 1.0 0.4 0.3 0.501
H -3.11237 2.37009 2.24887 0.5 0.3 -0.4 0.272
H -0.90555 5.15245 0.61746 0.0 0.0 0.0 0.229
H 0.20484 -0.55280 -3.39988 -0.2 1.0 1.6 0.554
H 0.73406 4.95554 -0.02181 0.3 0.2 -0.3 0.262
H 2.82656 -0.26953 4.84241 0.2 0.0 0.2 0.246
H 2.79842 0.81609 0.65296 0.1 -0.2 0.6 0.247
H 0.44686 4.82204 1.70878 0.0 0.1 0.1 0.242
H -2.87769 -1.22548 -3.25755 0.1 -0.3 -0.7 0.254
H 1.26624 1.53726 -1.92208 -0.1 0.8 -0.2 0.549
H -0.58495 -0.85605 2.25344 0.2 -0.1 0.5 0.251
H 1.41953 -4.62184 -1.53971 0.1 0.3 -0.1 0.229
H 1.51350 -3.59879 -2.99499 0.0 0.0 0.3 0.211
```
Positions in Å, forces in eV/Å.

Summary:
spin multiplicity: 4
HOMO level (spin up / spin down): -9.75 / -9.77 eV
energy relative to the best compared isomer or geometry (same formula, charge and spin): 25.0 kcal per mole
E: -4891.05089 a.u.
net charge: +1
gap between HOMO and LUMO (spin up / spin down): 4.18 / 4.20 eV


Entry from the Open Molecules 2025 dataset: C14H24Cl3N2O3S4SbSe2SiW as an isolated structure (the ωB97M-V functional and the def2-TZVPD basis).

XYZ file:
```
55
Properties=species:S:1:pos:R:3:forces:R:3:nbo_charge:R:1
W 0.09872 -0.64229 1.29643 0.0 0.0 -0.2 0.298
Sb 3.58829 -1.64688 2.47694 0.0 0.0 0.0 1.426
Se 3.58901 2.91387 2.46070 0.0 0.0 0.0 0.307
Se 1.16432 1.83321 0.27504 0.0 -0.1 0.0 0.477
Cl -1.87670 0.76169 0.85155 0.0 0.0 0.0 -0.412
Cl 0.20008 2.63063 3.63756 0.0 0.0 0.0 -0.340
Cl -1.66726 0.24730 4.69657 0.0 0.0 0.0 -0.377
S 1.33641 -0.83743 3.55553 0.0 0.0 0.0 -0.538
S 5.20925 -0.14315 2.28294 0.0 0.0 0.0 -0.688
S 3.68215 -3.67328 3.37498 0.0 0.0 0.0 -0.680
S 2.11282 -1.59534 0.54898 0.0 0.0 0.0 -0.474
Si -0.16294 0.64706 3.33567 0.0 0.0 0.1 1.198
O -2.32527 2.81977 -4.25875 0.0 0.0 0.0 -0.726
O -2.01892 -0.62260 -5.19796 0.0 0.0 0.0 -0.592
O -0.41196 -3.16608 2.37176 0.0 0.0 0.0 -0.506
N -0.53898 -1.45034 -0.80173 0.0 0.0 0.0 -0.503
N -2.86952 0.69813 -3.55243 0.0 0.0 0.0 -0.621
C -2.15299 -0.36551 -4.02043 0.0 0.0 0.0 0.657
C 0.59599 2.07488 -1.57296 0.0 0.0 0.0 -0.789
C -1.09767 -2.06966 2.08094 0.0 -0.1 0.0 0.285
C 3.87388 2.79358 0.52756 0.1 -0.1 0.0 -0.584
C -2.56059 -2.10396 2.36587 0.0 0.0 0.0 -0.750
C -1.53599 -1.23793 -2.96625 0.0 0.0 0.0 -0.118
C -0.35094 -2.75512 -1.05049 0.0 0.0 0.0 0.067
C -1.13003 -0.72195 -1.74888 0.0 0.0 0.0 0.055
C -0.71527 -3.34964 -2.24475 0.0 0.0 0.0 -0.249
C 3.08272 1.67328 -0.11998 -0.1 0.1 0.0 -0.569
C -3.27275 1.77098 -4.40676 0.0 0.0 0.0 0.087
C 2.65153 4.62080 2.42781 0.0 0.0 0.0 -0.803
C -1.30393 -2.57867 -3.23123 0.0 0.0 0.0 -0.104
C -0.94425 -4.21018 3.20741 0.0 0.0 0.0 -0.263
H 3.62313 3.76755 0.10860 0.0 0.0 0.0 0.217
H 1.12514 2.93965 -1.96588 0.0 0.0 0.0 0.234
H -0.46959 2.29178 -1.57567 0.0 0.0 0.0 0.236
H -0.52828 -4.40408 -2.38869 0.0 0.0 0.0 0.236
H -2.73301 -2.27502 3.43071 0.0 0.0 0.0 0.252
H -1.27483 0.31715 -1.50855 0.0 0.0 0.0 0.226
H -2.57749 3.55154 -4.83153 0.0 0.0 0.0 0.475
H -3.03870 -1.17465 2.08160 0.0 0.0 0.0 0.264
H -1.58817 -2.98774 -4.19170 0.0 0.0 0.0 0.246
H 1.72968 4.53595 1.85536 0.0 0.0 0.0 0.218
H -3.29261 1.38809 -5.42667 0.0 0.0 0.0 0.198
H -2.96256 0.83114 -2.55902 0.0 0.0 0.0 0.404
H 3.17702 1.68511 -1.20710 0.0 0.0 0.0 0.221
H 2.41343 4.87406 3.45895 0.0 0.0 0.0 0.229
H 0.81841 1.19708 -2.17473 0.0 0.0 0.0 0.220
H -1.80475 -4.68408 2.73683 0.0 0.0 0.0 0.183
H 4.93615 2.61271 0.36095 0.0 0.0 0.0 0.241
H 0.11796 -3.32939 -0.26326 0.0 0.0 0.0 0.231
H 3.41501 0.70888 0.24692 0.0 0.0 0.0 0.257
H -1.21538 -3.80881 4.18216 0.0 0.0 0.0 0.198
H -4.26904 2.11041 -4.11360 0.0 0.0 0.0 0.163
H -3.01482 -2.93418 1.81474 0.0 0.0 0.0 0.235
H 3.29553 5.39197 2.01126 0.0 0.0 0.0 0.215
H -0.13145 -4.92024 3.31665 0.0 0.0 0.0 0.225
```
Positions in Å, forces in eV/Å.

Summary:
HOMO level: -8.03 eV
energy relative to the best compared isomer or geometry (same formula, charge and spin): 14.6 kcal per mole
E: -9256.30124 a.u.
gap between HOMO and LUMO: 6.88 eV


Entry from the Open Molecules 2025 dataset: a 9-piece molecular cluster, C14H24Cl8N6O12 overall at a distorted geometry (the ωB97M-V functional and the def2-TZVPD basis).

XYZ file:
```
64
Properties=species:S:1:pos:R:3:forces:R:3:nbo_charge:R:1
Cl 18.49459 -10.38055 4.34952 -0.1 0.1 0.0 0.044
Cl 18.42276 -7.56107 4.97344 0.2 0.1 -0.1 0.065
Cl 15.96966 -9.04795 4.74490 -0.1 0.0 -0.1 0.087
Cl 15.82488 -12.79471 6.54490 0.0 -0.2 0.3 0.044
Cl 17.68458 -9.47570 7.00909 0.0 0.0 -0.5 0.038
Cl 14.02448 -11.20832 8.11336 -0.2 0.2 -0.1 0.063
Cl 16.37982 -12.25549 9.33029 0.3 -0.2 0.1 0.071
Cl 14.17681 -14.02587 8.63909 0.4 0.2 -0.2 0.044
O 17.09432 -19.74173 6.98446 -0.7 0.3 0.1 -0.351
O 19.97231 -12.10901 7.87886 0.2 0.0 -0.1 -0.426
O 22.83277 -13.92634 9.47821 0.3 -0.1 -0.4 -0.366
O 21.89420 -12.59243 5.27651 -0.3 0.3 -0.2 -0.394
O 21.71882 -14.41892 6.38175 -0.1 -0.1 0.2 -0.375
O 24.12839 -19.56030 6.37042 -0.1 0.3 0.3 -0.370
O 13.74197 -11.27767 4.50368 0.2 0.1 -0.4 -0.373
O 21.61209 -11.29481 9.00337 0.2 0.1 -0.4 -0.348
O 23.93766 -20.40393 4.40990 0.0 0.0 -0.3 -0.381
O 19.09371 -19.75531 6.23525 0.7 0.2 -0.3 -0.410
O 12.49227 -12.12759 2.96370 0.2 0.4 -0.1 -0.374
O 21.84905 -13.98790 11.37795 -0.2 -0.1 0.2 -0.392
N 21.90080 -14.21355 10.18633 0.0 0.3 0.3 0.539
N 23.49680 -19.80871 5.36980 0.1 -0.4 -0.2 0.531
N 18.21489 -20.17145 6.95272 -0.2 -0.5 0.0 0.544
N 21.77279 -13.79615 5.34700 1.0 -0.4 0.0 0.546
N 20.89413 -11.31546 8.03154 -0.5 -0.1 0.2 0.543
N 13.54291 -12.02075 3.56596 -0.5 -1.1 1.1 0.535
C 21.83506 -14.61156 4.10443 -0.1 0.3 -0.5 -0.493
C 14.60978 -12.98121 3.14797 0.3 0.4 -1.4 -0.494
C 15.12191 -12.58280 8.15663 -0.5 0.0 0.0 -0.221
C 19.31966 -16.14913 5.53503 0.0 -0.2 0.5 -0.158
C 17.64513 -9.10996 5.24796 -0.2 -0.1 0.6 -0.225
C 18.38370 -14.12719 4.65098 0.2 -0.7 0.5 -0.232
C 18.35852 -16.15368 3.32986 0.7 0.1 -0.2 -0.210
C 20.97428 -10.22127 7.01414 -0.3 -0.4 0.0 -0.481
C 20.71831 -14.84108 9.56058 -0.1 -0.3 -0.2 -0.497
C 22.05815 -19.45391 5.33041 -0.2 0.7 0.1 -0.485
C 18.11771 -14.80000 3.45472 -0.7 0.9 0.3 -0.236
C 18.98439 -14.81529 5.70711 -0.4 0.3 -0.5 -0.235
C 18.53598 -21.31484 7.84352 -0.1 -0.4 -0.2 -0.486
C 19.03854 -16.80890 4.34888 -0.5 -0.3 0.2 -0.247
H 21.96120 -13.96055 3.24519 0.0 0.2 0.1 0.227
H 19.20194 -14.26502 6.61423 -0.1 -0.2 0.1 0.239
H 18.08615 -13.10848 4.86195 0.1 0.1 -0.5 0.221
H 14.11225 -13.77973 2.60947 0.0 0.0 0.1 0.237
H 18.09664 -16.67851 2.42067 0.0 0.0 0.0 0.218
H 21.75713 -19.20223 4.31936 0.2 -0.3 -0.1 0.230
H 20.32033 -10.53670 6.21449 0.0 0.1 0.0 0.235
H 20.90084 -15.16202 4.02349 0.2 -0.1 0.1 0.254
H 15.17450 -12.38291 2.42551 0.2 -0.3 0.1 0.230
H 19.25911 -17.86494 4.25938 0.0 0.0 0.0 0.223
H 20.55151 -9.37188 7.54240 0.3 0.3 -0.2 0.233
H 21.90650 -18.57693 5.95383 0.0 -0.2 0.2 0.230
H 20.08242 -14.03768 9.19655 0.0 0.1 0.1 0.259
H 17.63634 -14.22993 2.66691 0.0 -0.2 -0.1 0.209
H 15.28814 -13.37984 3.89092 -0.3 0.4 0.6 0.237
H 17.61647 -21.85779 8.03286 -0.1 0.2 0.2 0.236
H 18.97221 -20.89096 8.74223 0.1 -0.2 0.0 0.241
H 21.97240 -10.07478 6.61913 0.2 0.0 0.5 0.241
H 22.69286 -15.26781 4.20549 -0.1 -0.1 0.1 0.235
H 21.06642 -15.43142 8.71772 0.0 0.0 0.0 0.228
H 19.76118 -16.69571 6.36104 0.1 0.0 -0.1 0.207
H 20.22880 -15.44786 10.31335 -0.1 0.1 0.0 0.222
H 21.51698 -20.31385 5.70765 -0.1 0.0 0.0 0.244
H 19.20700 -21.97547 7.30381 0.3 0.2 0.1 0.231
```
Positions in Å, forces in eV/Å.

Summary:
HOMO level: -9.96 eV
SMILES: C[N+](=O)[O-].C[N+](=O)[O-].C[N+](=O)[O-].C[N+](=O)[O-].C[N+](=O)[O-].C[N+](=O)[O-].ClC(Cl)(Cl)Cl.ClC(Cl)(Cl)Cl.c1ccccc1
E: -5460.19622 a.u.
gap between HOMO and LUMO: 9.67 eV